Record 1
{
  "formula": "C43H61CsN10O2",
  "method": "the ωB97M-V functional and the def2-TZVPD basis",
  "species": ["Cs", "C", "C", "C", "C", "C", "C", "C", "N", "C", "C", "C", "C", "C", "C", "C", "C", "C", "C", "N", "C", "C", "C", "N", "C", "C", "C", "C", "C", "C", "C", "C", "C", "C", "C", "C", "C", "C", "N", "C", "C", "H", "H", "H", "H", "H", "H", "H", "H", "H", "H", "H", "H", "H", "H", "H", "H", "H", "H", "H", "H", "H", "H", "H", "H", "H", "H", "H", "H", "H", "H", "H", "H", "H", "H", "H", "H", "H", "H", "H", "H", "H", "H", "H", "H", "C", "N", "C", "C", "N", "N", "C", "N", "N", "H", "H", "H", "H", "H", "H", "H", "H", "H", "H", "H", "N", "C", "C", "C", "O", "O", "H", "H", "H", "H", "H", "H"],
  "coordinates": [[-0.357, 0.043, -0.450], [-4.706, -3.888, 2.805], [-4.463, -3.409, 1.371], [-3.881, -2.032, 1.307], [-4.501, -0.862, 1.008], [-5.946, -0.629, 0.704], [-6.724, -0.086, 1.906], [-3.455, 0.172, 1.031], [-2.271, -0.376, 1.360], [-2.467, -1.700, 1.525], [-1.458, -2.621, 1.829], [-0.075, -2.392, 1.953], [0.913, -3.409, 2.322], [0.610, -4.833, 2.671], [0.078, -4.990, 4.099], [2.125, -2.791, 2.294], [1.868, -1.404, 1.895], [2.847, -0.412, 1.732], [2.662, 0.936, 1.381], [1.479, 1.482, 1.038], [1.668, 2.804, 0.876], [0.653, 3.738, 0.592], [-0.730, 3.524, 0.522], [-1.339, 2.332, 0.690], [-2.666, 2.528, 0.581], [-3.643, 1.524, 0.705], [-2.943, 3.944, 0.316], [-1.735, 4.566, 0.278], [-1.463, 6.027, 0.100], [-1.283, 6.758, 1.434], [-4.296, 4.547, 0.093], [-4.794, 4.357, -1.343], [3.078, 3.138, 1.095], [3.699, 1.968, 1.411], [5.131, 1.752, 1.791], [5.344, 1.706, 3.307], [3.663, 4.516, 1.056], [3.404, 5.310, 2.340], [0.544, -1.221, 1.705], [3.472, -3.403, 2.521], [4.157, -3.800, 1.210], [-5.091, -4.911, 2.825], [-5.427, -3.240, 3.310], [-3.782, -3.858, 3.385], [-5.404, -3.435, 0.816], [-3.793, -4.101, 0.854], [-6.406, -1.562, 0.366], [-6.037, 0.073, -0.130], [-6.694, -0.800, 2.732], [-7.770, 0.109, 1.655], [-6.276, 0.843, 2.264], [-1.775, -3.651, 1.966], [1.510, -5.442, 2.549], [-0.123, -5.234, 1.964], [0.819, -4.644, 4.822], [-0.167, -6.032, 4.325], [-0.820, -4.386, 4.238], [3.867, -0.717, 1.953], [0.981, 4.766, 0.461], [-4.667, 1.831, 0.512], [-2.281, 6.490, -0.461], [-0.564, 6.165, -0.508], [-2.185, 6.664, 2.042], [-1.072, 7.822, 1.289], [-0.461, 6.317, 2.000], [-4.270, 5.615, 0.332], [-5.016, 4.099, 0.784], [-4.117, 4.845, -2.047], [-5.796, 4.772, -1.482], [-4.821, 3.298, -1.600], [5.751, 2.546, 1.362], [5.488, 0.816, 1.351], [5.070, 2.660, 3.761], [6.386, 1.490, 3.562], [4.712, 0.938, 3.755], [3.248, 5.070, 0.207], [4.742, 4.454, 0.881], [2.332, 5.381, 2.531], [3.814, 6.322, 2.280], [3.853, 4.805, 3.197], [3.374, -4.286, 3.160], [4.112, -2.703, 3.067], [3.541, -4.516, 0.662], [5.140, -4.246, 1.384], [4.282, -2.926, 0.568], [1.959, -2.708, -5.474], [2.070, -1.297, -5.830], [1.414, -1.027, -7.104], [1.633, -0.406, -4.796], [0.828, -0.603, -3.862], [2.281, 0.841, -4.976], [2.421, 1.848, -4.022], [3.076, 2.962, -4.608], [2.063, 1.738, -2.818], [2.396, -3.292, -6.288], [0.928, -3.034, -5.292], [2.536, -2.896, -4.568], [1.969, -1.506, -7.916], [1.383, 0.046, -7.294], [0.382, -1.405, -7.119], [0.355, -1.516, -3.875], [3.048, 0.791, -5.627], [2.685, 3.200, -5.510], [3.058, 3.762, -3.992], [2.213, 2.589, -2.280], [1.182, -3.134, -1.338], [0.356, -4.338, -1.247], [-0.141, -4.755, -2.623], [-1.220, -3.794, -3.177], [-2.313, -3.832, -2.582], [-0.941, -3.179, -4.243], [2.026, -3.315, -1.869], [1.457, -2.804, -0.419], [-0.511, -4.111, -0.623], [0.893, -5.180, -0.774], [-0.596, -5.747, -2.543], [0.703, -4.820, -3.320]],
  "homo_ev": -1.138,
  "total_charge": -2,
  "homo_lumo_gap_ha": 0.1795,
  "de_lowest_kcal_mol": 36.3
}


Record 2
{
  "formula": "C43H61F4INO10S4",
  "method": "the ωB97M-V functional and the def2-TZVPD basis",
  "species": ["C", "C", "O", "N", "H", "H", "C", "H", "H", "H", "H", "H", "H", "I", "O", "H", "F", "C", "C", "C", "C", "C", "C", "H", "H", "H", "H", "H", "F", "C", "C", "C", "C", "C", "C", "H", "H", "H", "H", "H", "F", "C", "C", "C", "C", "C", "C", "H", "H", "H", "H", "H", "F", "C", "C", "C", "C", "C", "C", "H", "H", "H", "H", "H", "C", "C", "C", "S", "O", "O", "C", "H", "H", "H", "H", "H", "H", "H", "H", "C", "C", "C", "S", "O", "O", "C", "H", "H", "H", "H", "H", "H", "H", "H", "C", "C", "C", "S", "O", "O", "C", "H", "H", "H", "H", "H", "H", "H", "H", "C", "C", "C", "S", "O", "O", "C", "H", "H", "H", "H", "H", "H", "H", "H"],
  "coordinates": [[1.542, -2.199, -0.378], [0.772, -0.876, -0.286], [0.645, -0.322, 0.862], [0.291, -0.174, -1.582], [1.245, 0.343, -1.861], [-0.043, -0.836, -2.125], [-0.719, 0.914, -1.399], [2.340, -2.147, -1.102], [0.823, -2.847, -0.478], [2.098, -2.338, 0.451], [-1.456, 0.505, -0.904], [-1.368, 1.171, -2.029], [-0.209, 1.625, -0.820], [-0.633, -2.626, -4.144], [2.425, 0.625, -2.420], [2.993, 0.806, -3.313], [0.671, 5.103, -4.250], [0.166, 4.005, -4.844], [-0.791, 4.191, -5.844], [-1.485, 3.079, -6.337], [-1.128, 1.783, -5.809], [-0.206, 1.623, -4.934], [0.558, 2.714, -4.499], [-1.061, 5.293, -6.089], [-2.087, 3.115, -7.272], [-1.614, 0.897, -6.072], [0.123, 0.557, -4.613], [1.245, 2.690, -3.789], [7.144, 3.687, 0.960], [6.322, 2.640, 1.212], [6.783, 1.644, 2.225], [5.933, 0.570, 2.373], [4.619, 0.435, 1.811], [4.172, 1.447, 1.015], [5.018, 2.485, 0.600], [7.711, 1.927, 2.629], [6.107, -0.199, 3.030], [3.783, -0.308, 1.832], [3.195, 1.132, 0.433], [4.833, 3.219, -0.151], [7.003, -5.751, 0.396], [6.397, -4.731, -0.273], [6.029, -4.844, -1.619], [5.491, -3.761, -2.301], [5.138, -2.687, -1.608], [5.354, -2.547, -0.235], [5.964, -3.598, 0.490], [6.493, -5.725, -2.068], [5.196, -4.024, -3.169], [4.656, -1.709, -1.903], [4.977, -1.711, 0.313], [6.172, -3.550, 1.532], [-3.436, -7.659, 0.741], [-2.735, -6.500, 0.943], [-2.292, -6.100, 2.203], [-1.503, -4.957, 2.334], [-1.176, -4.194, 1.194], [-1.653, -4.635, 0.023], [-2.449, -5.799, -0.269], [-2.467, -6.950, 2.838], [-1.265, -4.567, 3.254], [-0.590, -3.370, 1.375], [-1.475, -3.985, -0.840], [-2.966, -6.224, -1.169], [-4.777, 3.050, -2.457], [-5.384, 2.665, -0.975], [-4.258, 2.904, -0.127], [-3.218, 4.121, -0.769], [-1.854, 3.774, -0.925], [-3.442, 5.361, -0.071], [-3.993, 4.298, -2.308], [-5.487, 2.751, -3.264], [-3.923, 2.333, -2.498], [-5.847, 1.606, -0.907], [-6.250, 3.303, -0.734], [-3.612, 1.965, 0.166], [-4.417, 3.569, 0.791], [-3.199, 4.339, -2.925], [-4.601, 5.162, -2.427], [0.790, 4.933, 1.521], [0.083, 5.642, 2.668], [-1.147, 4.987, 3.016], [-0.879, 3.188, 2.677], [-1.766, 2.674, 1.674], [-0.671, 2.662, 3.978], [0.806, 3.399, 1.999], [1.775, 5.174, 1.537], [0.196, 5.055, 0.449], [0.093, 6.899, 2.408], [0.719, 5.500, 3.530], [-1.919, 5.263, 2.384], [-1.372, 5.454, 4.063], [0.784, 2.703, 1.302], [1.548, 3.239, 2.750], [1.761, 0.209, 5.596], [1.260, -1.073, 6.186], [2.043, -2.086, 5.586], [2.128, -1.730, 3.894], [0.928, -2.213, 3.248], [3.371, -2.128, 3.330], [1.980, -0.035, 4.134], [2.662, 0.413, 6.170], [1.244, 1.064, 5.915], [0.130, -1.256, 5.681], [1.409, -1.141, 7.232], [1.835, -3.004, 5.946], [2.995, -2.004, 6.066], [1.219, 0.401, 3.386], [2.960, 0.440, 4.013], [-5.844, -3.478, -1.017], [-5.143, -3.807, -2.344], [-4.973, -2.619, -3.051], [-5.027, -1.278, -1.942], [-6.440, -0.787, -1.938], [-3.972, -0.304, -2.005], [-5.100, -2.196, -0.505], [-5.636, -4.008, -0.165], [-6.955, -3.495, -1.060], [-5.575, -4.438, -2.988], [-4.081, -3.957, -2.411], [-5.933, -2.555, -3.854], [-4.111, -2.561, -3.769], [-5.405, -1.587, 0.282], [-4.130, -2.529, -0.411]],
  "homo_ev": -4.916,
  "total_charge": -1,
  "homo_lumo_gap_ha": 0.2451,
  "de_lowest_kcal_mol": 0.0
}


Record 3
{
  "formula": "C43H61GeN6PReS5",
  "method": "the ωB97M-V functional and the def2-TZVPD basis",
  "species": ["Re", "S", "C", "S", "C", "C", "S", "S", "S", "C", "N", "C", "C", "C", "N", "C", "C", "H", "H", "H", "H", "H", "H", "H", "H", "H", "H", "H", "H", "H", "H", "H", "H", "N", "P", "N", "C", "C", "C", "C", "C", "N", "C", "C", "C", "C", "C", "N", "C", "C", "C", "C", "C", "H", "H", "H", "H", "H", "H", "H", "H", "H", "H", "H", "H", "H", "H", "H", "H", "H", "H", "H", "H", "H", "H", "H", "H", "H", "H", "H", "H", "H", "H", "C", "Ge", "C", "C", "C", "C", "C", "C", "C", "C", "C", "C", "C", "C", "C", "C", "C", "C", "C", "C", "H", "H", "H", "H", "H", "H", "H", "H", "H", "H", "H", "H", "H", "H", "H"],
  "coordinates": [[1.084, 0.370, -0.808], [-3.881, 5.816, -0.788], [-2.726, 4.674, -0.759], [-3.061, 3.037, -1.190], [-1.437, 2.431, -0.995], [-0.471, 3.276, -0.588], [1.223, 2.773, -0.280], [-1.042, 4.930, -0.354], [-1.211, 0.744, -1.005], [0.005, -1.980, 1.002], [0.713, -1.684, -0.265], [-0.126, -2.241, -1.386], [2.049, -2.291, -0.204], [2.900, -1.455, 0.775], [3.020, -0.022, 0.266], [3.301, 0.906, 1.408], [4.270, 0.079, -0.557], [-0.789, -2.730, 0.815], [-0.863, -0.130, 0.861], [0.701, -2.368, 1.694], [-0.296, -3.302, -1.156], [0.389, -2.083, -2.329], [-1.082, -1.725, -1.443], [2.483, -2.238, -1.181], [1.972, -3.383, 0.161], [3.860, -1.852, 0.940], [2.386, -1.484, 1.763], [4.111, 0.540, 2.108], [2.411, 1.110, 1.940], [3.748, 1.869, 1.011], [5.103, -0.034, 0.147], [4.245, 1.094, -0.946], [4.351, -0.638, -1.397], [-0.627, -0.782, 1.590], [-1.567, -0.700, 2.939], [-0.862, -1.364, 4.232], [-0.680, -2.819, 4.363], [-0.854, -3.183, 5.778], [0.138, -2.567, 6.736], [0.847, -1.411, 6.055], [-0.098, -0.512, 5.224], [-1.834, 0.900, 3.110], [-3.027, 1.268, 3.986], [-2.656, 2.518, 4.748], [-2.097, 3.731, 3.988], [-1.577, 3.328, 2.606], [-0.860, 1.970, 2.755], [-2.908, -1.608, 2.636], [-3.774, -2.421, 3.691], [-5.157, -1.916, 3.702], [-5.728, -1.933, 2.277], [-4.968, -1.117, 1.311], [-3.496, -1.621, 1.230], [0.323, -3.038, 3.976], [-1.454, -3.290, 3.715], [-0.713, -4.286, 5.746], [-1.881, -3.051, 6.146], [0.913, -3.353, 7.047], [-0.350, -2.252, 7.632], [1.620, -1.832, 5.417], [1.381, -0.781, 6.835], [0.479, 0.358, 4.737], [-0.771, -0.023, 5.930], [-3.260, 0.465, 4.667], [-3.934, 1.580, 3.341], [-1.934, 2.199, 5.493], [-3.542, 2.788, 5.269], [-1.248, 4.169, 4.510], [-2.891, 4.507, 3.906], [-0.894, 4.070, 2.234], [-2.317, 3.278, 1.799], [-0.103, 2.113, 3.588], [-0.284, 1.713, 1.884], [-3.277, -2.302, 4.636], [-3.690, -3.472, 3.377], [-5.202, -0.848, 4.256], [-5.732, -2.499, 4.422], [-6.849, -1.726, 2.291], [-5.688, -2.978, 1.991], [-4.884, -0.012, 1.636], [-5.463, -1.075, 0.366], [-2.788, -1.144, 0.520], [-3.640, -2.686, 0.851], [1.651, 0.266, -2.376], [1.933, 0.599, -4.335], [0.709, -0.692, -5.203], [0.754, -2.051, -4.871], [-0.201, -2.938, -5.285], [-1.160, -2.551, -6.190], [-1.215, -1.218, -6.551], [-0.353, -0.293, -5.974], [1.680, 2.299, -5.012], [2.089, 2.620, -6.326], [1.790, 3.860, -6.860], [1.182, 4.843, -6.067], [0.801, 4.562, -4.832], [0.997, 3.302, -4.312], [3.717, 0.102, -4.714], [4.035, -0.849, -5.706], [5.391, -1.108, -5.934], [6.405, -0.375, -5.337], [6.101, 0.581, -4.375], [4.775, 0.899, -4.193], [1.582, -2.425, -4.266], [-0.277, -3.941, -4.931], [-1.813, -3.229, -6.607], [-1.995, -0.734, -7.100], [-0.481, 0.750, -6.092], [2.686, 1.920, -6.919], [2.080, 4.216, -7.937], [0.938, 5.792, -6.507], [0.411, 5.257, -4.073], [0.570, 3.062, -3.341], [3.298, -1.528, -6.185], [5.691, -1.793, -6.727], [7.380, -0.503, -5.801], [6.908, 1.132, -3.965], [4.458, 1.804, -3.532]],
  "homo_ev": -9.040,
  "total_charge": 1,
  "homo_lumo_gap_ha": 0.2570,
  "de_lowest_kcal_mol": 17.3
}